Arrangement a

Entry from the Open Molecules 2025 dataset: 11 unconnected molecules or ions with the total composition C4H29NO11 (ωB97M-V/def2-TZVPD).

Structure (XYZ):
```
45
Properties=species:S:1:pos:R:3
C 1.40785 0.93881 -0.14246
C 1.98797 0.64834 1.23648
C 3.50565 0.75921 1.09142
N 1.45898 -0.58515 1.87639
C 2.10361 -1.77798 1.88292
O 3.05262 -2.00338 1.14218
H 1.71911 0.14694 -0.78962
H 1.72160 1.97588 -0.36815
H 0.33552 0.95581 -0.07343
H 1.66692 1.39372 1.99276
H 4.08839 0.30677 1.88051
H 3.85098 0.05930 0.34219
H 3.90960 1.75369 0.93237
H 0.51070 -0.50673 2.20926
H 1.73115 -2.60323 2.51311
O -1.34595 1.08639 1.61144
H -1.66662 1.72730 0.95132
H -1.19863 1.67340 2.36256
O 0.41337 -0.77042 -2.46808
H -0.28314 -1.42577 -2.34744
H 1.28780 -1.14414 -2.23947
O -1.27270 3.39027 -0.03867
H -0.67692 3.02160 -0.73106
H -1.21911 4.33149 -0.23937
O -0.17688 1.95230 -2.10380
H -0.17025 2.24469 -3.02170
H 0.24328 1.06477 -2.06456
O -1.09980 -2.50295 1.46976
H -1.98118 -2.06161 1.65691
H -0.91329 -3.28759 1.98044
O -3.73396 -0.79000 -0.87693
H -3.57056 0.04338 -1.34558
H -3.04985 -1.38474 -1.24023
O -3.19629 -0.88360 1.65532
H -2.66109 -0.07995 1.61580
H -3.83536 -0.92090 0.91267
O -2.96236 1.62725 -1.72580
H -1.97876 1.64463 -1.74020
H -3.05746 2.53767 -1.40469
O 2.80743 -1.87291 -1.60781
H 2.80463 -1.78073 -0.62633
H 3.75179 -2.02449 -1.72498
O -1.37813 -2.12707 -1.17122
H -1.86108 -2.92651 -0.93156
H -1.06957 -1.82375 -0.29268
```

SMILES: CC(C)NC=O.O.O.O.O.O.O.O.O.O.O
LUMO: 0.2 eV
HOMO: -9.71 eV

***

Arrangement b

Entry from the Open Molecules 2025 dataset: 11 unconnected molecules or ions with the total composition C4H29NO11 (ωB97M-V/def2-TZVPD).

Structure (XYZ):
```
45
Properties=species:S:1:pos:R:3
C 1.78390 -1.67815 -1.76467
N 2.27340 -1.46360 -0.39302
C 2.12722 -0.09610 0.11144
C 3.00329 0.94628 -0.61471
C 0.70177 0.39451 0.01915
O 0.37588 1.43918 0.55174
H 1.92034 -0.82840 -2.43093
H 2.32453 -2.52534 -2.19852
H 0.73278 -1.95735 -1.74723
H 3.25455 -1.70012 -0.35225
H 2.38540 -0.10822 1.17936
H 3.03210 1.87285 -0.05199
H 4.04637 0.61634 -0.65065
H 2.64362 1.14637 -1.61901
H -0.05736 -0.21126 -0.50447
O -0.74871 -1.32536 2.84026
H -0.27232 -2.01082 2.30775
H -0.07107 -0.68317 3.16262
O -2.65557 -0.86406 1.05804
H -1.95345 -0.91495 1.79845
H -3.44716 -1.07844 1.56726
O 1.16268 0.51612 3.62217
H 1.02104 1.36263 3.17124
H 1.30807 0.76451 4.53450
O -3.34284 0.89258 -0.95024
H -3.15199 0.35694 -0.15311
H -2.73776 1.67409 -1.00823
O 0.45697 -3.09833 1.17304
H 1.25032 -2.70006 0.75204
H -0.16411 -3.11461 0.41724
O -1.99998 -0.55267 -2.79385
H -2.63713 -0.02608 -2.23759
H -1.76376 -1.33752 -2.26357
O 1.83376 3.48545 1.64558
H 1.34461 2.83793 1.10444
H 1.35400 4.32319 1.59298
O 0.03992 1.16086 -2.80189
H 0.11035 1.49555 -3.70101
H -0.69683 0.47720 -2.76827
O -1.36814 2.81200 -1.10786
H -0.89180 2.36746 -1.84724
H -0.85209 2.57807 -0.31923
O -1.74624 -2.49309 -0.90613
H -2.13197 -1.94748 -0.17031
H -2.38810 -3.20920 -1.05008
```

SMILES: CN[C@@H](C)C=O.O.O.O.O.O.O.O.O.O.O
LUMO: 0.3 eV
HOMO: -9.88 eV

***

Name the least stable of them. arrangement a.

***

Arrangement a

Entry from the Open Molecules 2025 dataset: a molecular structure, C5H13N2S (ωB97M-V/def2-TZVPD).

Structure (XYZ):
```
21
Properties=species:S:1:pos:R:3
C 1.48139 0.76367 -0.27078
C 1.61569 -0.36108 0.84405
S 3.32090 -1.32995 0.83365
C 2.04797 0.06557 -1.54747
N -1.88687 -1.17402 -1.19776
C -1.60428 0.08105 -0.67847
C -2.04470 0.60963 0.76743
N -2.60796 -0.47781 1.68091
H 2.22058 1.57323 -0.06272
H 0.55510 1.28650 -0.53174
H 1.70444 -0.10921 1.86777
H 1.04798 -1.17455 0.60218
H 2.23543 0.82606 -2.32421
H 1.54050 -0.76597 -1.98111
H 2.93778 -0.44944 -1.40520
H -1.38555 0.97236 -1.31441
H -1.09202 -1.06570 -0.19904
H -1.17832 1.08201 1.28004
H -2.75540 1.42026 0.53555
H -2.53298 -1.45669 1.28043
H -3.61968 -0.31590 1.82092
```

LUMO: 3.2 eV
Net charge: -1
HOMO: -2.39 eV

***

Arrangement b

Entry from the Open Molecules 2025 dataset: 2 unconnected molecules or ions with the total composition C5H13N2S (ωB97M-V/def2-TZVPD).

Structure (XYZ):
```
21
Properties=species:S:1:pos:R:3
C 0.91186 -1.41843 0.72582
C 1.10381 -2.62640 -0.20601
S 0.87780 -4.25745 0.55631
C -0.42075 -1.42256 1.46289
N -1.78455 1.65226 0.41274
C -0.50481 1.78520 0.24705
C 0.11065 2.49466 -0.97188
N -0.89576 2.84947 -1.98879
H 1.73959 -1.63035 1.42761
H 1.29296 -0.45628 0.39181
H 2.02826 -2.53652 -0.78310
H 0.33890 -2.56994 -0.98004
H -1.26273 -1.10136 0.85738
H -0.58834 -2.45797 1.76690
H -0.27975 -0.86956 2.39360
H 0.27058 1.50625 0.98450
H -1.48332 0.86463 -0.33686
H 0.87235 1.81654 -1.36262
H 0.58885 3.44163 -0.70884
H -1.75277 2.96219 -1.45250
H -1.16284 1.97399 -2.43596
```

LUMO: 3.0 eV
Net charge: -1
HOMO: -2.34 eV

***

Name the least stable of them. arrangement a.

***

Arrangement a

Entry from the Open Molecules 2025 dataset: 13 unconnected molecules or ions with the total composition H24NO15 (ωB97M-V/def2-TZVPD).

Structure (XYZ):
```
40
Properties=species:S:1:pos:R:3
N 0.13154 -0.02924 0.13997
O -1.02061 0.37098 0.28850
O 1.04733 0.31871 0.92216
O 0.41889 -0.74673 -0.85871
O -1.15032 -3.01260 -0.76634
H -0.44293 -2.33568 -0.82780
H -0.67686 -3.84952 -0.74282
O 0.63364 0.11054 2.96079
H 1.12238 -0.66371 2.65686
H 0.51802 0.64030 2.15060
O 1.62357 -1.28873 -3.68578
H 1.09437 -0.84214 -3.01190
H 1.19824 -2.14521 -3.79379
O -2.93587 0.34777 -2.15422
H -3.80059 0.43132 -1.74170
H -2.39243 -0.09322 -1.48250
O -3.26414 -2.19931 1.07184
H -2.91258 -1.55964 1.72416
H -2.50486 -2.38330 0.49505
O -2.13774 -0.13233 2.62009
H -1.15709 -0.10400 2.71270
H -2.36801 0.71490 2.22116
O 3.37377 -1.69928 -0.89864
H 2.69881 -1.43710 -1.53829
H 2.89744 -1.79573 -0.06533
O 3.67184 -1.06368 2.20960
H 4.54572 -0.67530 2.10671
H 3.06390 -0.36423 1.93135
O -0.92156 3.03470 -1.81204
H -1.77983 3.43611 -1.97621
H -1.08532 2.08372 -1.88725
O -3.54518 1.68419 1.10779
H -2.91720 1.07859 0.68866
H -4.22648 1.83305 0.44762
O 0.57705 3.58848 0.48841
H 0.09212 3.43604 -0.34705
H 0.98364 2.73574 0.68058
O 3.91994 1.25023 -0.65226
H 3.08039 0.78403 -0.55359
H 4.54697 0.54127 -0.82837
```

LUMO: 2.5 eV
Net charge: -1
HOMO: -7.49 eV

***

Arrangement b

Entry from the Open Molecules 2025 dataset: 13 unconnected molecules or ions with the total composition H24NO15 (ωB97M-V/def2-TZVPD).

Structure (XYZ):
```
40
Properties=species:S:1:pos:R:3
N 17.42367 -7.97816 -9.54409
O 16.83032 -6.99939 -10.03462
O 18.00890 -8.77881 -10.27739
O 17.35087 -8.16894 -8.29661
O 13.99190 -7.51892 -8.95370
H 13.44935 -7.68913 -8.17888
H 14.77613 -8.06785 -8.83497
O 16.64132 -5.62162 -7.09319
H 16.31137 -5.69674 -6.19434
H 16.86071 -6.53049 -7.35290
O 19.31200 -10.44006 -12.30514
H 18.63574 -9.88612 -11.89233
H 19.50585 -9.99349 -13.13412
O 18.02279 -11.59207 -9.50417
H 17.21918 -11.75316 -9.00223
H 18.14394 -10.63059 -9.46282
O 15.13689 -9.18656 -12.03162
H 14.46697 -9.86580 -11.91653
H 15.19586 -8.75399 -11.17365
O 19.22481 -7.85025 -6.01989
H 19.10151 -8.03273 -6.95899
H 19.21251 -6.89043 -5.96194
O 15.88491 -6.03937 -12.75820
H 16.17631 -6.83843 -13.20729
H 16.30091 -6.08880 -11.88858
O 19.09302 -5.07836 -11.48450
H 18.46910 -5.81178 -11.43224
H 19.81288 -5.32715 -10.89944
O 16.35400 -9.26552 -5.85946
H 15.41115 -9.44842 -5.90083
H 16.63970 -9.23238 -6.78519
O 17.63304 -3.70046 -8.79630
H 17.27058 -4.54002 -8.45941
H 18.48191 -3.63017 -8.35377
O 14.63414 -4.88114 -9.83062
H 14.72935 -5.82798 -9.65440
H 15.52122 -4.52295 -9.72784
O 21.05137 -10.36076 -10.06861
H 20.72875 -9.63852 -9.52091
H 21.95885 -10.12286 -10.27786
```

LUMO: 2.3 eV
Net charge: -1
HOMO: -7.52 eV

***

Name the least stable of them. arrangement b.

***

Arrangement a

Entry from the Open Molecules 2025 dataset: 2 unconnected molecules or ions with the total composition C3H9OS (ωB97M-V/def2-TZVPD).

Structure (XYZ):
```
14
Properties=species:S:1:pos:R:3
C 0.20987 0.37430 -0.23236
C -0.58084 -0.63930 0.59180
C -1.06487 0.04514 1.88173
S -1.67847 1.77101 1.64274
H 1.04366 -0.17933 -0.75280
H 0.91467 1.10110 0.18202
H -0.38661 0.99408 -0.93403
H -1.41444 -1.10837 0.10475
H 0.15168 -1.42575 0.85963
H -0.20527 0.20332 2.53057
H -1.60971 -0.73754 2.47425
H 2.12135 -0.33074 -3.25039
H 1.30273 0.10048 -2.07428
O 1.19624 -0.16842 -3.02363
```

LUMO: 3.4 eV
Net charge: -1
HOMO: -2.21 eV

***

Arrangement b

Entry from the Open Molecules 2025 dataset: 2 unconnected molecules or ions with the total composition C3H9OS (ωB97M-V/def2-TZVPD).

Structure (XYZ):
```
14
Properties=species:S:1:pos:R:3
C -2.54085 -0.79511 1.23342
O -4.04033 -0.64576 1.21292
H -1.81590 0.09362 1.13034
H -2.30234 -1.17538 2.25448
H -2.25640 -1.62409 0.55376
C 3.08245 1.13940 -1.65690
S 1.41242 1.33937 -0.68050
C 1.13248 -0.34524 -0.00019
H 3.03474 0.07597 -1.95453
H 3.92205 1.19407 -0.99733
H 2.90887 1.69174 -2.53464
H 0.41944 -0.91813 -0.55240
H -4.09966 0.30484 0.90063
H 1.14303 -0.33529 1.09096
```

LUMO: 3.4 eV
Net charge: -1
HOMO: -1.48 eV

***

Name the least stable of them. arrangement b.

***

Arrangement a

Entry from the Open Molecules 2025 dataset: 2 unconnected molecules or ions with the total composition C3H3ClN2 (ωB97M-V/def2-TZVPD).

Structure (XYZ):
```
9
Properties=species:S:1:pos:R:3
C -1.00239 1.04394 -0.87278
C 1.06036 -0.50032 0.61693
C -1.42831 0.04850 -0.03182
N -0.62942 1.84247 -1.63224
N 1.55509 -0.88931 -0.41915
Cl -1.69130 0.56803 1.55673
H 1.11276 -0.23736 1.61168
H -1.51427 -0.98869 -0.20617
H 2.53747 -0.88726 -0.62317
```

LUMO (spin up / spin down): -1.1 / 0.1 eV
HOMO (spin up / spin down): -7.87 / -8.62 eV

***

Arrangement b

Entry from the Open Molecules 2025 dataset: C3H3ClN2 in the gas phase (ωB97M-V/def2-TZVPD).

Structure (XYZ):
```
9
Properties=species:S:1:pos:R:3
C 1.18284 -0.50471 -0.32788
C -0.10452 0.03430 -0.06417
C 1.35883 0.60149 -2.35836
N 1.65282 -0.22606 -1.51433
N -0.65075 0.74248 -0.97896
Cl 1.03771 0.66375 -3.95247
H 1.77520 -1.06448 0.36756
H -0.53349 -0.16262 0.92266
H -1.54785 1.16007 -0.76762
```

LUMO: 0.1 eV
HOMO: -7.82 eV

***

Name the least stable of them. arrangement a.

***

Arrangement a

Entry from the Open Molecules 2025 dataset: 2 unconnected molecules or ions with the total composition CF3NOS (ωB97M-V/def2-TZVPD).

Structure (XYZ):
```
7
Properties=species:S:1:pos:R:3
C 2.24360 0.02072 0.18339
N 1.13349 -0.23456 0.40558
O -1.47601 -1.30470 -0.36149
F 3.46925 0.14754 0.01125
F -2.94888 0.35668 0.44376
F -1.11804 1.07054 -0.95492
S -1.30341 -0.05621 0.27244
```

LUMO: -0.1 eV
HOMO: -11.66 eV

***

Arrangement b

Entry from the Open Molecules 2025 dataset: CF3NOS in the gas phase (ωB97M-V/def2-TZVPD).

Structure (XYZ):
```
7
Properties=species:S:1:pos:R:3
C 1.21020 -0.20211 -0.00660
N 0.10796 -0.03061 -0.72516
O 1.39119 0.25720 1.08366
F 2.22055 -0.75831 -0.71244
F -1.89226 1.47392 0.10349
F -1.69973 -0.73229 0.81433
S -1.33790 -0.00780 -0.55728
```

LUMO: -0.9 eV
HOMO: -11.50 eV

***

Name the least stable of them. arrangement a.

***

Arrangement a

Entry from the Open Molecules 2025 dataset: 2 unconnected molecules or ions with the total composition C5H9N3O4 (ωB97M-V/def2-TZVPD).

Structure (XYZ):
```
21
Properties=species:S:1:pos:R:3
C 0.63749 0.10710 1.35153
C -0.52050 -0.23273 2.02567
C 1.69879 0.93326 1.73000
C 0.06541 0.63324 -2.69154
C -1.58289 -1.12061 1.41882
N -1.33580 0.80568 -2.94767
N 0.29538 -0.44938 -1.81883
N 1.36850 -0.62634 -1.05541
O 1.69534 1.57839 2.83278
O 2.60653 1.10329 0.77852
O 0.89772 1.33913 -3.20497
O -0.62322 0.23100 3.26586
H -1.34820 -2.11572 1.66335
H -2.56831 -0.97738 1.71896
H -1.51906 -1.03115 0.30848
H -2.09781 0.10285 -2.83649
H -1.24738 1.30906 -3.85329
H -0.42995 -1.15403 -1.68620
H 1.44407 -1.53266 -0.64124
H 2.37623 0.45305 0.03908
H 0.18767 0.64396 3.60259
```

LUMO (spin up / spin down): -0.5 / -0.7 eV
HOMO (spin up / spin down): -8.99 / -9.23 eV

***

Arrangement b

Entry from the Open Molecules 2025 dataset: C5H9N3O4 in the gas phase (ωB97M-V/def2-TZVPD).

Structure (XYZ):
```
21
Properties=species:S:1:pos:R:3
C -2.34507 1.86621 1.18060
C -1.07603 1.29169 0.65948
N -0.07152 2.01100 0.32682
O 0.82859 1.19936 -0.36346
C 0.14243 -0.08851 -0.26416
O -0.64346 -0.20056 -1.47337
N -1.64689 0.89221 -1.32772
O -2.78859 0.62469 -1.40952
N 0.99638 -1.19378 -0.19921
C 1.81191 -1.53772 -1.47096
C 1.73206 -1.42190 1.02333
O -0.68115 -0.03169 0.77557
H -2.64070 1.30581 1.96890
H -3.12419 1.47278 0.50531
H -2.20213 2.87377 1.33035
H 2.06079 -2.72754 -1.58824
H 1.18117 -1.14207 -2.20514
H 2.70030 -0.88560 -1.51190
H 2.16366 -2.41383 1.03830
H 2.58805 -0.75377 1.19552
H 1.01437 -1.14055 1.80951
```

SMILES: CC1=NO[C@@](ON=O)(N(C)C)O1
LUMO (spin up / spin down): -1.0 / -1.0 eV
HOMO (spin up / spin down): -8.86 / -8.86 eV

***

Name the least stable of them. arrangement b.

***

Arrangement a

Entry from the Open Molecules 2025 dataset: 2 unconnected molecules or ions with the total composition C5H11NO (ωB97M-V/def2-TZVPD).

Structure (XYZ):
```
18
Properties=species:S:1:pos:R:3
C 0.63176 2.21782 -0.62540
N 0.25800 0.89873 -1.23238
C -0.50870 0.11986 -0.42027
C -0.27794 -0.10897 0.91949
C -0.74616 -1.24521 1.67666
C -0.30131 -1.21726 2.96548
H 1.24225 1.96107 0.22699
H -0.22447 2.80552 -0.28814
H 1.05966 2.90669 -1.36114
H -0.35826 1.05558 -2.03598
H -0.99744 -0.77603 -0.85151
H 0.29585 0.57798 1.52881
H -1.57947 -1.77003 1.22406
H -0.32482 -2.14400 3.53990
H 0.06780 -0.40316 3.58259
H 0.99265 -1.26891 -2.36888
H 0.18951 -2.25237 -3.23339
O 0.58108 -1.35729 -3.24688
```

Spin multiplicity: 2
LUMO (spin up / spin down): -4.6 / -7.1 eV
Net charge: +1
HOMO (spin up / spin down): -13.84 / -14.85 eV

***

Arrangement b

Entry from the Open Molecules 2025 dataset: a gas-phase ion, C5H11NO (charge +1) (ωB97M-V/def2-TZVPD).

Structure (XYZ):
```
18
Properties=species:S:1:pos:R:3
C -0.23162 0.75769 -0.97542
C 0.85369 -0.34552 -1.12879
C 0.58005 -1.50335 -0.18867
C 0.65649 -2.78052 -0.58454
N -0.16678 1.55976 0.24019
C -1.21418 1.46127 1.17586
O -0.94936 1.92821 2.47880
H -1.21917 0.28866 -0.98256
H -0.22791 1.42906 -1.84009
H 0.60650 -0.72377 -2.12842
H 1.90027 -0.07539 -1.02848
H 0.89738 -1.27034 0.83417
H 0.79587 -3.55962 0.14738
H 0.78007 -2.89854 -1.65803
H 0.77522 1.64732 0.62011
H -2.04764 2.09144 0.83515
H -1.65612 0.46672 1.36685
H -0.13275 1.52691 2.81648
```

Spin multiplicity: 2
LUMO (spin up / spin down): -3.2 / -8.1 eV
Net charge: +1
HOMO (spin up / spin down): -13.98 / -13.95 eV

***

Arrangement c

Entry from the Open Molecules 2025 dataset: a gas-phase ion, C5H11NO (charge +1) (ωB97M-V/def2-TZVPD).

Structure (XYZ):
```
18
Properties=species:S:1:pos:R:3
C -1.41835 -0.80217 -0.35926
O -2.85162 -0.52734 -0.43005
C -0.63257 0.26147 -1.11031
C 0.27795 1.07164 -0.15548
C 1.33819 0.26452 0.53297
C 1.28287 -0.01530 1.87235
N 2.29548 -0.23990 -0.27106
H -1.29533 -0.67133 0.71718
H -1.35402 -1.78977 -0.80366
H -3.08111 0.23123 0.09248
H -1.29297 0.99225 -1.58291
H -0.07389 -0.09107 -1.98861
H -0.37956 1.48801 0.61313
H 0.71163 1.92971 -0.67851
H 0.45210 0.17328 2.53052
H 2.02849 -0.62718 2.37868
H 2.21955 0.04217 -1.24766
H 3.28650 -0.16078 -0.01839
```

Spin multiplicity: 2
LUMO (spin up / spin down): -4.1 / -7.8 eV
Net charge: +1
HOMO (spin up / spin down): -13.83 / -13.81 eV

***

Name the least stable of them. arrangement b.